Record 1
Here is 14 unconnected molecules or ions with the total composition C45H127N11O14 at a distorted geometry from OMol25. Energies are from wB97M-V/def2-TZVPD.

```
197
Properties=species:S:1:pos:R:3:forces:R:3:lowdin_charge:R:1
C 3.493580 -3.121553 -5.241865 0.1 -0.4 -1.8 -0.09
C 2.844640 -1.814243 -5.786335 -0.8 -2.1 2.3 -0.29
O 2.937760 -0.961903 -4.665785 0.8 1.9 0.1 -0.11
H 4.550930 -2.912253 -5.079665 -0.1 -0.1 0.4 0.07
H 3.443530 -3.962713 -5.933265 0.1 0.1 -0.5 0.06
H 3.001140 -3.572923 -4.380545 0.0 0.7 0.4 0.07
H 1.761990 -1.935573 -5.821625 -0.1 -0.4 -1.4 0.10
H 3.303220 -1.442233 -6.702525 0.0 0.3 0.4 0.11
H 2.548640 -1.457643 -3.941595 0.0 0.2 0.2 0.07
C 3.313500 6.555547 3.327755 -1.3 -0.6 1.4 -0.07
C 2.192480 5.932747 4.260165 0.8 0.3 -0.7 -0.31
O 2.420520 6.381167 5.599065 -0.2 0.2 -0.5 -0.09
H 3.174790 7.636537 3.309485 -0.1 0.0 0.0 0.07
H 3.190760 6.177317 2.312885 0.3 -0.1 0.1 0.06
H 4.292160 6.371127 3.770825 0.0 -0.2 -0.3 0.07
H 2.101240 4.846747 4.279875 0.8 -0.3 -0.3 0.10
H 1.227170 6.198027 3.828995 -0.3 0.7 0.3 0.09
H 1.837780 5.894067 6.186215 0.0 0.0 0.0 0.08
C -4.579140 -6.355203 2.241815 1.9 1.3 0.6 -0.07
C -4.274060 -4.832483 2.369675 -0.6 0.2 -0.2 -0.32
O -4.964080 -4.164673 3.416285 -0.1 0.0 0.3 -0.09
H -4.260890 -6.841583 3.163905 -0.5 0.0 0.3 0.07
H -3.791900 -6.676183 1.559655 -0.5 -0.5 -0.7 0.06
H -5.600260 -6.615843 1.963495 0.2 0.1 -0.1 0.07
H -4.428850 -4.303183 1.429475 -0.7 -0.2 -0.4 0.09
H -3.239170 -4.532363 2.534025 0.3 -1.0 0.4 0.11
H -5.912230 -4.175853 3.266315 0.0 -0.1 -0.2 0.08
C -8.123450 -2.515593 -1.477655 -0.2 0.3 0.7 -0.10
C -8.165920 -3.765153 -2.347305 0.5 0.3 0.0 -0.30
O -7.538470 -4.846673 -1.619755 -0.6 0.4 -0.5 -0.09
H -7.178600 -2.330793 -0.966565 0.3 -0.4 -0.2 0.06
H -8.838870 -2.710933 -0.678845 0.0 0.2 0.2 0.07
H -8.361890 -1.536173 -1.892365 -0.3 -0.3 -0.6 0.07
H -7.659120 -3.685493 -3.309035 0.1 0.3 -0.1 0.10
H -9.207210 -3.974273 -2.592395 0.1 -0.5 0.3 0.11
H -6.608050 -4.653483 -1.756105 0.2 -0.3 0.3 0.07
C 2.947900 -4.369253 5.292165 1.2 0.1 1.1 -0.82
O 3.769670 -5.226263 5.274115 2.0 -2.6 -0.4 0.06
N 2.672760 -3.633213 6.338275 -1.5 2.1 2.4 0.16
N 2.305660 -3.924603 4.242195 -1.4 0.1 -4.0 0.15
H 3.036400 -3.754953 7.272645 -0.3 -0.1 -0.5 0.12
H 1.941850 -2.991433 6.066255 0.2 0.4 1.7 0.10
H 1.603800 -3.198423 4.254725 0.3 -0.3 -0.3 0.11
H 2.699790 -4.282073 3.383725 -0.6 0.3 -0.1 0.12
C -8.753160 1.864477 3.923525 1.5 -0.4 -1.5 -0.08
C -8.588350 3.045817 4.837925 -1.2 -0.4 0.4 -0.45
C -8.948610 4.396917 4.191245 1.1 -1.2 1.0 -0.23
O -8.186120 4.571087 3.057075 1.9 1.1 -1.5 -0.19
C -7.063550 5.482987 3.182635 -0.6 -0.4 0.2 -0.07
N -9.556340 2.868727 5.904815 0.0 1.1 0.7 0.02
H -8.775280 0.902977 4.436475 -0.1 0.1 0.3 0.07
H -7.892830 1.806467 3.256765 0.1 -0.1 -0.3 0.07
H -9.606150 1.908967 3.246375 -0.3 0.3 0.3 0.08
H -7.595160 3.118497 5.281065 0.2 -0.1 -0.2 0.14
H -8.660630 5.114277 4.959725 -0.8 0.5 0.0 0.12
H -9.996300 4.368737 3.891835 -0.2 0.4 0.3 0.13
H -6.244010 5.217787 2.514705 -0.4 -0.3 -0.3 0.08
H -6.617960 5.457897 4.177075 -0.2 -0.1 0.3 0.08
H -7.376920 6.504927 2.969235 -0.1 0.1 0.0 0.08
H -9.499020 1.942267 6.302945 -0.3 0.0 -0.1 0.07
H -10.434650 3.025277 5.431345 -0.6 -0.5 0.6 0.06
C -3.362750 9.767477 -0.576375 -0.9 -0.5 0.6 -0.07
C -3.261170 10.211107 -2.031625 0.8 -0.2 1.3 -0.46
C -4.064420 9.360267 -3.018815 0.9 0.2 -0.4 -0.20
O -3.666820 7.957087 -2.993375 -2.7 1.0 0.3 -0.19
C -4.877400 7.114517 -2.953915 2.2 -0.6 0.0 -0.08
N -3.719190 11.572777 -2.081405 -0.8 0.8 -0.8 0.02
H -3.306300 8.682017 -0.494605 0.0 0.0 0.0 0.07
H -4.297350 10.112827 -0.134355 -0.5 -0.3 -0.3 0.07
H -2.673600 10.193427 0.152845 0.7 0.1 -0.6 0.07
H -2.194510 10.148907 -2.247175 0.2 -0.3 -0.6 0.13
H -3.898590 9.768717 -4.015705 0.7 -0.1 -0.4 0.11
H -5.122650 9.612767 -2.951875 -0.4 -0.8 0.9 0.12
H -4.456270 6.109487 -2.928225 -0.1 -0.1 -0.1 0.08
H -5.454000 7.172907 -3.877075 -0.2 0.4 0.2 0.08
H -5.440150 7.187907 -2.023305 -0.2 0.7 -0.2 0.08
H -3.200450 12.234557 -1.521895 0.2 -0.3 0.2 0.08
H -3.714900 11.928227 -3.026785 0.0 0.1 -0.2 0.07
C 7.367680 2.020857 -0.756325 0.0 -1.7 0.1 -0.06
C 8.583220 1.950247 -1.777965 -1.1 1.8 2.8 -0.45
C 9.534910 0.830747 -1.447925 -0.7 -0.2 0.2 -0.20
O 10.123250 1.024427 -0.129625 0.6 -0.1 -1.8 -0.17
C 11.465550 0.506877 -0.091925 -0.5 -0.3 0.9 -0.11
N 8.033620 1.931397 -3.100385 0.2 -0.1 -0.7 0.03
H 6.657070 2.845367 -0.813895 0.5 0.4 -0.4 0.07
H 7.527870 1.815497 0.302095 0.8 0.5 0.1 0.07
H 6.774270 1.136027 -0.986615 -0.4 -0.2 -0.4 0.06
H 9.120200 2.880717 -1.593645 0.3 0.2 -0.5 0.13
H 10.213710 0.684037 -2.288045 0.7 0.5 0.3 0.12
H 8.922900 -0.069353 -1.506015 0.0 -0.6 0.6 0.12
H 11.818150 0.505407 0.939475 -0.5 0.0 0.2 0.08
H 12.248790 1.079957 -0.588115 -0.4 0.2 -0.8 0.08
H 11.432310 -0.534243 -0.412945 0.3 0.0 -0.2 0.08
H 7.427750 1.128707 -3.193705 0.0 -0.4 -0.1 0.07
H 7.374900 2.696737 -3.121555 0.0 0.3 -0.4 0.07
C -1.124880 1.250107 6.850035 -1.0 -0.8 1.4 -0.03
C -1.976140 -0.033873 6.853705 -0.5 -0.5 -0.3 -0.45
C -3.454000 0.159727 7.153485 -0.6 1.3 2.0 -0.19
O -3.532190 0.456087 8.546795 0.5 -1.3 0.2 -0.20
C -3.986010 1.680697 8.943305 -0.6 0.8 0.1 -0.14
N -1.918980 -0.694663 5.593635 0.3 -0.4 -1.7 0.02
H -0.065840 1.014817 6.955535 0.0 0.1 -0.7 0.08
H -1.371180 1.754467 7.784405 0.0 0.3 0.0 0.06
H -1.414380 1.903907 6.027335 0.4 -0.1 -0.1 0.08
H -1.607000 -0.797403 7.538415 0.1 0.5 0.7 0.14
H -4.206940 -0.620823 7.044175 0.9 -1.2 -0.4 0.13
H -3.968190 0.904467 6.545965 0.5 0.9 -0.2 0.12
H -3.268220 2.472667 8.729565 0.0 0.3 -0.1 0.08
H -4.148400 1.646267 10.020595 -0.1 0.1 0.0 0.09
H -4.929050 1.880727 8.434625 -0.3 0.5 0.1 0.09
H -2.739320 -1.283653 5.579345 0.1 -0.6 -0.4 0.06
H -2.103570 -0.006033 4.878225 0.1 0.1 -0.5 0.06
C 9.205090 -7.208963 2.454375 0.3 1.0 1.8 -0.09
C 8.594560 -8.121533 1.422435 0.5 1.1 -1.1 -0.42
C 8.344520 -7.332263 0.058615 0.6 -0.1 1.2 -0.20
O 7.487360 -6.295673 0.441935 -1.3 2.0 -0.5 -0.22
C 7.238120 -5.242563 -0.565785 0.3 -2.4 -0.3 -0.05
N 9.502930 -9.232143 1.293255 0.6 -0.8 -0.6 0.02
H 10.248850 -6.896713 2.419895 0.2 -0.1 -1.4 0.08
H 9.301580 -7.703143 3.421115 -0.7 -0.5 0.2 0.07
H 8.664110 -6.287103 2.667915 -0.4 -0.2 -0.3 0.08
H 7.640000 -8.470733 1.816135 -0.5 0.4 -0.3 0.13
H 7.993320 -7.970223 -0.752415 -0.7 -0.3 0.0 0.11
H 9.222590 -6.851893 -0.373065 0.8 -0.3 0.4 0.12
H 6.632770 -5.733973 -1.327475 -0.3 0.2 -0.2 0.07
H 8.157290 -4.985963 -1.092475 0.3 0.3 0.3 0.08
H 6.698350 -4.357033 -0.230265 0.3 -0.4 0.7 0.08
H 9.495360 -9.761333 2.153495 0.2 0.1 0.2 0.07
H 9.231870 -9.905283 0.590755 -0.2 0.1 -0.3 0.07
C 0.696550 5.746177 -2.174215 1.1 -1.6 0.4 -0.07
C 1.722700 6.139207 -3.246835 0.3 0.5 0.3 -0.44
C 1.910450 5.069607 -4.295965 -1.3 -0.2 -0.5 -0.25
O 2.855070 5.353617 -5.310985 0.3 -1.9 -0.4 -0.16
C 3.014070 4.193747 -6.194725 0.3 0.6 -0.3 -0.09
N 1.275150 7.388617 -3.857265 -0.2 -0.2 -0.4 0.04
H -0.242820 5.316727 -2.522445 -0.3 0.8 -0.5 0.08
H 0.576640 6.543577 -1.440815 -0.2 0.0 -0.2 0.08
H 1.086870 4.870597 -1.655465 0.3 0.0 0.5 0.07
H 2.704310 6.265627 -2.790135 0.0 0.3 0.2 0.14
H 0.956750 4.962287 -4.812715 -0.5 -0.1 -0.1 0.12
H 2.040600 4.116037 -3.784215 0.6 -0.3 0.0 0.12
H 3.381830 4.544687 -7.158935 0.1 0.4 0.2 0.08
H 2.139530 3.600157 -6.461045 -0.8 0.6 0.5 0.08
H 3.704740 3.416007 -5.868835 0.4 0.4 0.7 0.08
H 0.290560 7.173607 -3.923915 -0.6 0.5 -0.7 0.06
H 1.273650 8.136487 -3.178455 0.4 0.1 0.2 0.06
C -2.646180 0.892267 -5.490835 1.9 0.1 0.0 -0.08
C -3.532990 0.605917 -6.669945 -0.6 1.8 1.6 -0.46
C -2.740390 0.086297 -7.863495 0.5 -0.7 -0.6 -0.18
O -1.870140 1.052227 -8.445755 0.1 1.2 0.4 -0.19
C -0.866360 0.688657 -9.378635 -0.2 -0.2 -0.6 -0.11
N -4.571580 -0.265313 -6.156965 -0.3 -1.4 -1.2 0.03
H -1.863070 1.527627 -5.904565 0.5 -0.1 0.4 0.08
H -2.224780 -0.033873 -5.099965 0.3 -0.2 -0.2 0.08
H -2.990710 1.393687 -4.586415 -0.9 0.2 -0.4 0.07
H -3.945540 1.587597 -6.902755 -0.2 0.2 -0.7 0.13
H -3.417780 -0.211813 -8.663735 -0.3 -0.5 0.1 0.12
H -2.138380 -0.751863 -7.512545 -0.1 -0.4 -0.1 0.13
H -0.537370 1.526267 -9.993675 -0.2 0.8 0.8 0.08
H -1.200550 0.071017 -10.212265 -0.5 -0.9 0.4 0.08
H 0.039020 0.269207 -8.939925 -0.2 -0.3 0.3 0.08
H -5.246300 -0.495923 -6.872275 -0.2 -0.1 0.0 0.07
H -5.078300 0.097357 -5.362095 0.3 0.3 -0.1 0.07
C 3.039510 -9.880973 -0.638595 -1.1 0.8 0.2 -0.05
C 2.248430 -8.567333 -0.433545 -1.9 -0.3 -0.2 -0.44
C 0.721780 -8.716213 -0.011975 1.6 -1.0 -0.7 -0.19
O 0.099700 -9.518513 -1.007525 -1.0 -0.3 0.6 -0.19
C -1.012590 -10.308603 -0.590495 -0.1 -0.6 0.2 -0.11
N 2.744700 -7.694313 0.566635 1.3 1.3 1.0 0.02
H 4.050470 -9.669683 -0.987045 -0.1 0.0 -0.2 0.07
H 2.461090 -10.448463 -1.367615 0.4 -0.4 0.0 0.07
H 3.122160 -10.393713 0.319715 -0.1 -0.3 0.0 0.07
H 2.131890 -8.052373 -1.387135 0.6 0.2 -0.2 0.13
H 0.227940 -7.750693 0.097585 0.2 0.2 -0.2 0.12
H 0.794280 -9.156183 0.982635 -0.6 -0.6 0.2 0.12
H -1.479370 -10.818843 -1.433025 0.5 0.2 -0.4 0.08
H -1.865670 -9.844453 -0.095625 0.2 1.1 0.1 0.08
H -0.729650 -11.094683 0.109605 0.5 -0.1 0.1 0.08
H 2.708540 -8.076563 1.500805 -0.7 -0.4 0.2 0.07
H 3.739370 -7.525753 0.518335 0.3 0.3 -0.7 0.07
C 1.232910 -0.048833 0.847895 -0.4 0.1 1.0 -0.07
C 0.079520 -0.966853 0.461795 0.6 0.7 0.6 -0.43
C -1.206950 -0.121983 0.164145 0.9 0.3 0.1 -0.19
O -1.525250 0.705337 1.260285 -0.3 0.1 0.9 -0.21
C -2.532950 1.654747 0.941105 0.3 -0.3 0.0 -0.10
N 0.573310 -1.704133 -0.690995 -1.2 -0.7 -0.9 0.02
H 1.377480 0.699107 0.068295 0.2 0.1 0.2 0.08
H 2.152350 -0.603033 1.036565 0.1 -0.2 -0.5 0.07
H 1.040900 0.389587 1.827195 -0.2 0.5 -0.2 0.07
H -0.053180 -1.693583 1.263265 -0.7 0.3 0.5 0.13
H -2.102980 -0.681323 -0.104875 0.1 -0.5 -0.2 0.12
H -0.982180 0.582277 -0.636855 0.2 -0.3 -0.7 0.12
H -2.170640 2.350567 0.184355 0.0 0.1 -0.2 0.08
H -2.812050 2.219747 1.830475 0.3 -0.2 0.1 0.09
H -3.435380 1.173297 0.564355 -0.1 -0.2 -0.1 0.08
H -0.213330 -2.277663 -0.959995 -0.4 -0.1 -0.8 0.06
H 1.174140 -2.449543 -0.369355 0.7 0.2 0.3 0.07
```
Forces are in eV/Å.

Results
- Energy above the lowest of the compared OMol25 structures with the same formula, charge and spin: 4.0910 eV
- M: 1046.6 g mol⁻¹
- HOMO level: -9.216 eV
- Total charge: 0

=====

Record 2
Here is 2 unconnected molecules or ions with the total composition CH4FNO at a distorted geometry from OMol25. Energies are from wB97M-V/def2-TZVPD.

```
8
Properties=species:S:1:pos:R:3:forces:R:3:nbo_charge:R:1
C -0.521753 1.501208 0.062632 -2.2 0.8 2.2 -0.03
N -1.999965 -0.196050 -0.528818 0.2 -0.5 -0.5 0.21
O -1.677147 0.882066 0.119500 0.0 0.5 0.9 -0.25
F -3.140425 -0.630561 0.144862 0.2 0.4 -0.2 -0.25
H -0.437565 2.360065 0.689507 -0.5 0.2 0.5 0.17
H 0.171944 1.450561 -0.653079 2.2 -1.2 -3.0 0.16
H -0.308839 -0.610662 1.676899 0.4 2.3 2.8 -0.01
H -0.365215 -1.043027 1.173838 -0.3 -2.4 -2.6 0.00
```
Forces are in eV/Å.

Results
- Energy above the lowest of the compared OMol25 structures with the same formula, charge and spin: 6.8936 eV
- M: 65.0 g mol⁻¹
- HOMO level (alpha / beta): -9.575 / -8.818 eV
- Total charge: 0

=====

Record 3
Here is a single C19H19N5O4S3 molecule at a distorted geometry from OMol25. Energies are from wB97M-V/def2-TZVPD.

```
50
Properties=species:S:1:pos:R:3:forces:R:3:nbo_charge:R:1
C -6.530131 -4.526418 -0.899834 0.1 0.1 0.1 -0.59
C -5.672461 -3.596322 -0.050685 0.0 -0.3 0.0 -0.45
C -5.936765 -2.170187 -0.362397 0.7 0.6 0.6 0.08
N -6.781518 -1.741006 -1.217379 -0.2 -1.4 -0.2 -0.26
N -6.854927 -0.417709 -1.322839 -0.3 1.8 -0.3 -0.31
C -6.049605 0.202301 -0.530344 0.6 -1.3 0.7 0.22
N -5.893354 1.548085 -0.465820 0.3 1.1 0.6 -0.87
S -5.232423 2.307943 0.907699 -0.4 0.0 -0.6 2.32
O -5.676278 1.625984 2.082620 0.4 -0.2 0.0 -0.91
O -5.554333 3.687247 0.730913 0.1 0.1 -0.3 -0.92
C -3.496315 2.026387 0.651185 -0.6 0.1 0.2 -0.37
C -2.888128 2.589263 -0.453547 0.0 0.0 0.1 -0.17
C -1.543312 2.371092 -0.684615 0.0 0.1 -0.1 -0.19
C -0.806200 1.583673 0.203132 -0.7 0.2 -0.1 0.18
N 0.542213 1.304171 0.067273 0.9 -0.5 0.5 -0.59
C 1.443888 1.648020 -0.868583 -0.3 0.3 -0.3 0.29
S 1.225134 2.541593 -2.235816 0.0 0.2 -0.3 -0.19
N 2.733604 1.182427 -0.648471 0.3 -0.1 0.2 -0.62
C 3.212828 0.424710 0.393416 -0.2 0.1 0.0 0.68
O 2.486316 0.015575 1.288748 0.1 -0.1 0.1 -0.62
C 4.654275 0.122546 0.344744 0.4 -0.1 0.1 -0.20
C 5.586034 0.881762 -0.359664 -0.3 -0.2 0.2 -0.16
C 6.925628 0.545423 -0.350384 0.4 -0.1 0.0 -0.27
C 7.366396 -0.569058 0.363382 -0.3 0.1 0.0 0.33
O 8.645891 -0.990403 0.428712 -0.3 -0.2 0.2 -0.48
C 9.641196 -0.279820 -0.273209 0.2 0.2 -0.1 -0.26
C 6.434524 -1.325018 1.085105 0.2 0.1 -0.1 -0.26
C 5.106640 -0.978217 1.080856 -0.1 0.1 -0.1 -0.12
C -1.440547 1.027638 1.321834 0.0 0.1 -0.1 -0.24
C -2.783020 1.248677 1.545015 0.0 0.0 0.1 -0.16
S -5.072684 -0.856489 0.468121 -0.8 -0.6 -0.7 0.30
H -6.318544 -5.562546 -0.648388 0.0 -0.1 0.0 0.21
H -7.583134 -4.326154 -0.727487 -0.1 0.0 0.0 0.22
H -6.325621 -4.366949 -1.954186 0.0 0.0 -0.1 0.22
H -5.870899 -3.762256 1.011941 0.1 0.0 0.0 0.22
H -4.610756 -3.799509 -0.216765 0.0 0.0 0.1 0.22
H -6.539768 2.090643 -1.018047 -0.1 0.3 0.1 0.44
H -3.472694 3.201218 -1.121177 0.0 0.1 -0.2 0.24
H -1.067412 2.808191 -1.545785 0.0 0.0 0.1 0.25
H 0.949884 0.721940 0.814952 -0.1 0.2 -0.3 0.45
H 3.374972 1.443103 -1.386886 -0.2 -0.1 0.1 0.43
H 5.290868 1.770934 -0.898201 0.0 0.1 -0.1 0.21
H 7.620927 1.161135 -0.898311 0.1 0.0 0.0 0.22
H 9.447895 -0.278287 -1.350069 0.0 0.0 0.0 0.18
H 10.572281 -0.807761 -0.075385 -0.1 0.1 0.0 0.21
H 9.726377 0.750128 0.085885 0.0 0.0 0.0 0.18
H 6.789440 -2.177539 1.641337 0.0 -0.1 0.1 0.23
H 4.385089 -1.553475 1.640177 0.0 -0.1 0.1 0.24
H -0.868123 0.422877 2.009605 0.0 -0.1 0.1 0.22
H -3.293351 0.830461 2.397640 0.0 -0.1 0.1 0.25
```
Forces are in eV/Å.

Results
- Structure (SMILES): CCc1nnc(NS(=O)(=O)c2ccc(NC(=S)NC(=O)c3ccc(OC)cc3)cc2)s1
- Energy above the lowest of the compared OMol25 structures with the same formula, charge and spin: 0.5755 eV
- M: 477.6 g mol⁻¹
- HOMO level: -8.830 eV
- Total charge: 0

=====

Record 4
Here is 2 unconnected molecules or ions with the total composition C4H9ClN2OP2 at a distorted geometry from OMol25. Energies are from wB97M-V/def2-TZVPD.

```
19
Properties=species:S:1:pos:R:3:forces:R:3:nbo_charge:R:1
H 1.364356 0.189547 -3.287488 0.0 0.1 -0.2 0.38
N 1.809456 0.011849 -2.397248 0.3 -0.3 0.2 -1.19
P 1.003462 0.055725 -1.097387 -0.3 0.0 -0.4 1.35
O -0.553395 0.370473 -1.581101 0.4 -0.2 -0.2 -0.83
C -1.552995 0.905227 -0.757446 -0.3 0.0 0.2 -0.05
C -1.455567 2.440585 -0.775099 -0.5 -0.4 -0.2 -0.54
C -0.130927 2.794194 -0.338156 0.1 0.3 0.1 0.28
N 0.955691 2.965629 -0.026067 0.6 0.2 0.2 -0.31
H -2.511517 0.584972 -1.175885 0.1 0.1 0.2 0.20
H -1.454223 0.528867 0.265668 -0.1 0.1 0.0 0.19
H -2.208601 2.885919 -0.124406 0.0 0.0 0.0 0.26
H -1.592237 2.803380 -1.797435 -0.1 0.0 0.1 0.26
C 1.261314 -2.937121 1.496434 -0.2 0.4 0.0 -0.93
P -0.017526 -1.626769 1.749001 -0.3 -1.1 -0.5 0.56
Cl 1.097536 -0.203230 2.618592 0.6 0.9 0.5 -0.29
H 1.949405 -2.606528 0.721796 0.1 0.0 0.0 0.24
H 0.757145 -3.837855 1.155803 -0.1 -0.1 0.0 0.24
H 1.807595 -3.137897 2.415105 0.0 0.0 0.0 0.23
H -0.528972 -2.186966 2.935318 -0.1 0.0 0.1 -0.05
```
Forces are in eV/Å.

Results
- Structure (SMILES): [H]/N=P\OCCC#N.CPCl
- Energy above the lowest of the compared OMol25 structures with the same formula, charge and spin: 0.0000 eV
- M: 198.5 g mol⁻¹
- HOMO level: -9.416 eV
- Total charge: 0